# 1
Computed, not measured: the molecule C3H10N3P in a non-equilibrium geometry, with ωB97M-V/def2-TZVPD.

HOMO energy (alpha / beta)   -8.1 / -6.6 eV
HOMO-LUMO gap (alpha / beta)   8.94 / 6.55 eV
Charge   0
Relative energy (zero: lowest compared OMol25 entry of this formula, charge and spin)   311.1 kJ/mol

Cartesian coordinates (Å):
C: 1.3176 -0.7065 0.3551
C: 1.0908 0.8540 0.3822
C: 0.0228 -1.6292 0.4529
N: 0.2595 1.3323 -0.6289
N: -1.8746 0.2926 0.5575
N: -2.7907 1.2488 0.4586
P: -1.5592 -1.0172 -0.3539
H: 1.7791 -0.9061 -0.7180
H: 1.9937 -1.1960 1.2005
H: 0.6733 1.2932 1.2479
H: 2.1565 1.0584 0.3405
H: 0.3448 -2.5224 0.0387
H: -0.3598 -1.7055 1.4051
H: 0.5243 0.6529 -1.4185
H: -3.2753 1.2854 -0.4389
H: -2.9523 1.6168 1.3692
H: -1.3714 -0.5687 -1.6234

Mulliken atomic charge list, values in e, 5 entries:
1. C -0.54
2. C -0.50
3. C -0.80
4. N -0.50
5. N -0.03

=====

# 2
Computed, not measured: the molecule C5H2FN in a non-equilibrium geometry, with ωB97M-V/def2-TZVPD.

HOMO energy   -9.7 eV
HOMO-LUMO gap   8.44 eV
Charge   0
Relative energy (zero: lowest compared OMol25 entry of this formula, charge and spin)   126.3 kJ/mol

Cartesian coordinates (Å):
C: -0.7074 0.7217 -0.3414
C: -1.5182 1.7236 -0.2984
C: -0.5425 -0.7011 -0.6029
C: 0.6026 -1.1209 -0.0039
C: 0.3943 0.9451 0.6213
N: 1.0421 -0.1254 0.8322
F: 0.7932 2.0759 1.1155
H: -1.0556 -1.3217 -1.2377
H: 0.9915 -2.1971 -0.0846

Mulliken atomic charge list, values in e, 5 entries:
1. C 0.46
2. C -0.21
3. C -0.60
4. C -0.09
5. C 0.38

=====

# 3
Computed, not measured: C30H62ClLi2O12 as an isolated structure in a non-equilibrium geometry, with ωB97M-V/def2-TZVPD.

HOMO energy   -11.4 eV
HOMO-LUMO gap   8.91 eV
Charge   +1

Cartesian coordinates (Å):
Li: 0.6441 2.0483 -3.2335
Li: 0.9126 2.2198 2.1470
Cl: 1.1267 0.6035 -0.2985
O: 0.0052 1.5130 -0.0854
O: 0.7320 -0.7471 -0.3132
O: 1.7200 0.8443 -1.5185
O: 2.1789 0.8105 0.6733
C: 5.6007 0.6697 -0.0491
C: 6.4685 -0.0468 -1.0514
C: 6.2622 0.7534 -2.2881
O: 6.0866 2.0631 -1.7597
C: 5.6966 2.1815 -0.4013
H: 5.8462 0.3156 0.9521
H: 4.5502 0.3862 -0.1131
H: 6.0027 -1.0131 -1.2444
H: 7.4972 -0.2247 -0.7378
H: 5.3135 0.5654 -2.7909
H: 7.1485 0.7118 -2.9213
H: 4.7334 2.6103 -0.1250
H: 6.5150 2.6832 0.1150
C: -2.4169 4.8227 2.4125
C: -1.3559 5.3895 3.2681
C: -0.6024 4.2036 3.7833
O: -0.5955 3.3329 2.6723
C: -1.6119 3.8098 1.6739
H: -2.7644 5.6441 1.7859
H: -3.2859 4.3785 2.8980
H: -1.7792 6.0402 4.0333
H: -0.5949 6.0066 2.7902
H: -1.1570 3.8014 4.6310
H: 0.4338 4.3723 4.0765
H: -2.1055 3.0070 1.1261
H: -0.9009 4.2864 0.9990
C: -3.8945 -1.0953 1.0165
C: -2.7652 -1.8860 0.5172
C: -3.1115 -3.3090 1.0041
O: -4.4988 -3.3347 1.0131
C: -5.1336 -2.0804 0.9373
H: -4.0584 -0.1627 0.4766
H: -3.6953 -0.8441 2.0583
H: -1.7641 -1.6879 0.8999
H: -2.7544 -1.8214 -0.5709
H: -2.6812 -3.4426 1.9966
H: -2.9067 -4.1432 0.3331
H: -5.7178 -1.8822 1.8359
H: -5.6158 -1.9833 -0.0354
C: -1.0677 -1.3063 4.1842
C: -1.6751 -0.4350 5.1943
C: -1.5228 0.9003 4.4166
O: -0.2549 0.9185 3.7549
C: 0.1010 -0.4572 3.6150
H: -1.8757 -1.6411 3.5337
H: -0.6507 -2.1690 4.7037
H: -1.1213 -0.5122 6.1300
H: -2.7083 -0.5241 5.5301
H: -1.5695 1.7897 5.0450
H: -2.2715 0.9965 3.6302
H: 0.9308 -0.7754 4.2459
H: 0.1624 -0.7469 2.5660
C: -3.2046 0.7309 -2.6792
C: -3.0897 1.8790 -1.7693
C: -2.1224 2.7153 -2.5678
O: -1.2031 1.7739 -3.0915
C: -1.8210 0.5036 -3.2694
H: -3.9808 0.9124 -3.4226
H: -3.4899 -0.1591 -2.1182
H: -2.5283 1.7590 -0.8428
H: -4.0664 2.3128 -1.5552
H: -1.5724 3.3940 -1.9159
H: -2.5846 3.3442 -3.3287
H: -1.2468 -0.1043 -2.5703
H: -1.8120 0.1331 -4.2945
C: -1.0331 -4.2950 -2.5401
C: -1.3685 -4.8746 -3.8577
C: -1.7291 -3.7115 -4.8014
O: -1.3879 -2.5311 -4.0807
C: -1.4853 -2.8534 -2.7117
H: 0.0566 -4.3004 -2.5143
H: -1.6109 -4.8558 -1.8054
H: -2.2102 -5.5662 -3.8203
H: -0.5263 -5.4262 -4.2755
H: -2.8000 -3.7605 -4.9984
H: -1.1049 -3.7672 -5.6932
H: -2.4636 -2.7175 -2.2506
H: -0.7741 -2.1728 -2.2437
C: 2.5002 -3.8747 0.9797
C: 1.2739 -4.7517 1.1716
C: 0.3898 -3.8408 1.9495
O: 1.1906 -3.1058 2.8014
C: 2.4624 -2.9173 2.1621
H: 2.5346 -3.3574 0.0208
H: 3.4390 -4.4258 1.0363
H: 1.5629 -5.5929 1.8016
H: 0.9059 -5.2405 0.2695
H: -0.4767 -4.3228 2.4022
H: -0.0417 -3.1964 1.1836
H: 3.2634 -3.2805 2.8060
H: 2.6615 -1.9275 1.7513
C: 3.6184 3.3364 -3.6844
C: 2.5607 4.3132 -3.0676
O: 1.2553 3.9133 -3.4772
H: 3.3291 2.3022 -3.4977
H: 4.6157 3.4721 -3.2660
H: 3.7947 3.5332 -4.7419
H: 2.8078 5.3439 -3.3217
H: 2.6528 4.1739 -1.9904
H: 0.6755 4.6754 -3.4086

Mulliken atomic charge list, values in e, 5 entries:
1. Li 0.91
2. Li 0.76
3. Cl 1.42
4. O -0.35
5. O -0.44

=====

Question: What is the formula in the second record?
Answer: C5H2FN

=====

Question: Which of these has the highest charge?
Answer: C30H62ClLi2O12

=====

Question: charge of number 2 (C5H2FN)?
Answer: 0

=====

Question: The highest charge belongs to which entry?
Answer: C30H62ClLi2O12